1.
Below is a cluster of 2 separate species, C3H7BrN3 in total in a non-equilibrium geometry, with properties calculated with ωB97M-V with the def2-TZVPD basis set.

Output
M	165.01	g/mol
E_LUMO	-3.32	eV
energy relative to the best compared isomer or geometry (same formula, charge and spin)	0.571	eV
HOMO level	-13.7	eV
gap between HOMO and LUMO	10.40	eV
calculated total energy	-2856.506939	hartree

Geometry as ORCA input:
```
! RIJCOSX wB97M-V def2-TZVPD def2/J DEFGRID3
* xyz 1 1
C -1.06 0.74 0.91
C -1.17 -0.53 1.52
C -0.49 0.46 -0.34
N -0.16 -0.88 -0.36
N -0.24 1.39 -1.38
N -0.50 -1.38 0.75
Br 2.94 -0.07 -1.03
H -1.56 1.63 0.99
H -1.37 -0.80 2.52
H 0.43 -1.26 -1.03
H 0.11 2.25 -1.13
H -0.13 1.17 -2.34
H 3.60 -0.29 0.16
H -0.38 -2.43 0.76
*
```

These are the Löwdin partial charges, in e, on atoms 1 to 2: C 0.064; C 0.015

***

2.
Below is a cluster of 4 separate species, C31H59Br2F4IO19P2 in total in a non-equilibrium geometry, with properties calculated with ωB97M-V with the def2-TZVPD basis set.

Output
M	1160.45	g/mol
structure (SMILES)	CCOCCOCCOC[C@](O[C@@H](O)CC[C@@](F)(Br)C(F)(F)Br)(PP(=O)(O)O)[C@H](CCCCO)O[C@H](I)C[C@H](C)F.COC(=O)OC.COC(=O)OC.COC(=O)OC
E_LUMO	0.22	eV
HOMO level	-8.7	eV
gap between HOMO and LUMO	8.95	eV
calculated total energy	-9174.063689	hartree

Geometry as ORCA input:
```
! RIJCOSX wB97M-V def2-TZVPD def2/J DEFGRID3
* xyz 0 1
C 2.89 2.29 4.29
C 3.40 1.41 3.15
O 2.52 1.33 2.05
C 2.60 2.46 1.20
C 1.19 2.84 0.64
O 0.18 1.98 1.11
C -0.49 2.48 2.24
C -1.07 1.32 3.09
O -0.52 0.07 2.80
C -1.09 -0.55 1.66
C -0.75 -2.03 1.72
O -1.20 -2.72 0.56
C -2.54 -2.64 0.17
O -2.53 -2.75 -1.24
C -3.43 -3.76 0.72
C -4.92 -3.37 0.57
C -5.54 -2.78 1.82
F -5.14 -3.42 2.95
Br -5.14 -0.88 2.03
C -7.09 -2.94 1.79
F -7.61 -2.50 2.97
F -7.39 -4.26 1.68
Br -7.96 -1.93 0.38
P -1.35 -2.65 3.40
P -1.33 -4.82 3.48
O -0.50 -5.29 4.60
O -0.96 -5.44 2.07
O -2.86 -5.30 3.68
C 0.81 -2.14 1.72
C 1.42 -2.64 0.41
C 1.50 -4.15 0.24
C 2.55 -4.55 -0.83
C 2.74 -3.57 -1.99
O 3.75 -2.59 -1.73
O 1.26 -2.95 2.80
C 2.06 -2.31 3.72
I 4.03 -1.86 2.87
C 2.14 -3.14 4.99
C 2.97 -4.42 4.95
C 4.38 -4.30 5.51
F 3.00 -4.98 3.67
H 3.34 3.28 4.26
H 1.81 2.40 4.27
H 3.15 1.86 5.26
H 3.59 0.41 3.52
H 4.36 1.80 2.81
H 3.22 2.20 0.34
H 3.02 3.32 1.72
H 0.95 3.88 0.87
H 1.21 2.74 -0.44
H 0.19 3.06 2.86
H -1.30 3.15 1.95
H -2.16 1.34 3.02
H -0.83 1.52 4.13
H -0.71 -0.12 0.73
H -2.17 -0.41 1.71
H -3.02 -1.68 0.36
H -1.75 -3.26 -1.46
H -3.28 -4.65 0.12
H -3.25 -3.98 1.76
H -5.50 -4.23 0.25
H -5.00 -2.63 -0.22
H -2.73 -2.38 3.31
H -1.22 -6.37 2.06
H -3.13 -5.11 4.58
H 1.21 -1.14 1.87
H 2.45 -2.27 0.43
H 0.97 -2.14 -0.44
H 0.55 -4.54 -0.09
H 1.80 -4.63 1.16
H 2.26 -5.50 -1.28
H 3.52 -4.68 -0.36
H 1.83 -3.06 -2.27
H 3.05 -4.14 -2.87
H 4.60 -2.97 -1.95
H 1.65 -1.33 3.98
H 2.52 -2.51 5.79
H 1.12 -3.41 5.25
H 2.44 -5.14 5.57
H 5.06 -4.92 4.93
H 4.42 -4.66 6.53
H 4.76 -3.29 5.48
C -2.78 2.54 -6.27
O -2.66 1.17 -5.88
C -3.30 0.88 -4.74
O -3.94 1.65 -4.07
O -3.12 -0.41 -4.49
C -3.76 -0.87 -3.29
H -2.21 2.64 -7.19
H -3.82 2.81 -6.45
H -2.35 3.20 -5.51
H -4.84 -0.74 -3.36
H -3.36 -0.35 -2.42
H -3.53 -1.93 -3.20
C 3.43 1.89 -2.23
O 3.65 3.29 -1.99
C 3.71 4.03 -3.09
O 3.61 3.62 -4.22
O 3.90 5.30 -2.73
C 3.99 6.21 -3.83
H 3.40 1.42 -1.25
H 2.48 1.73 -2.74
H 4.25 1.47 -2.81
H 3.07 6.20 -4.41
H 4.83 5.96 -4.47
H 4.13 7.20 -3.40
C 0.03 7.06 -7.59
O -1.15 7.11 -6.78
C -0.98 7.73 -5.61
O 0.04 8.22 -5.21
O -2.14 7.71 -4.96
C -2.11 8.34 -3.68
H -0.25 6.54 -8.50
H 0.37 8.06 -7.84
H 0.82 6.50 -7.08
H -1.85 9.39 -3.78
H -1.40 7.84 -3.03
H -3.11 8.25 -3.27
*
```

These are the Löwdin partial charges, in e, on atoms 1 to 2: C -0.055; C -0.332

***

3.
Below is the molecule C4H6N2O in a non-equilibrium geometry, with properties calculated with ωB97M-V with the def2-TZVPD basis set.

Output
M	98.10	g/mol
structure (SMILES)	C=C/C=N\C(N)=O
E_LUMO	0.31	eV
energy relative to the best compared isomer or geometry (same formula, charge and spin)	2.252	eV
HOMO level	-9.1	eV
gap between HOMO and LUMO	9.38	eV
calculated total energy	-340.712162	hartree

Geometry as ORCA input:
```
! RIJCOSX wB97M-V def2-TZVPD def2/J DEFGRID3
* xyz 0 1
C 1.23 0.19 -1.95
C 1.21 0.67 -0.71
C 0.12 1.18 0.13
N -0.79 0.65 0.85
C -0.81 -0.78 0.90
N -1.74 -1.25 1.77
O -0.09 -1.52 0.25
H 0.37 0.16 -2.61
H 2.22 0.00 -2.36
H 2.10 1.29 -0.79
H 0.16 2.27 0.17
H -1.75 -2.24 1.96
H -2.23 -0.62 2.39
*
```

These are the Löwdin partial charges, in e, on atoms 1 to 2: C 0.029; C -0.162

***

4.
Below is the molecule C15H25N5O in a non-equilibrium geometry, with properties calculated with ωB97M-V with the def2-TZVPD basis set.

Output
M	291.40	g/mol
structure (SMILES)	CCn1ccnc1CN(C)Cc1nc(CCC(C)C)no1
E_LUMO	0.76	eV
energy relative to the best compared isomer or geometry (same formula, charge and spin)	0.093	eV
HOMO level	-8.6	eV
gap between HOMO and LUMO	9.37	eV
calculated total energy	-935.566592	hartree

Geometry as ORCA input:
```
! RIJCOSX wB97M-V def2-TZVPD def2/J DEFGRID3
* xyz 0 1
C 5.33 1.74 -0.19
C 4.06 1.22 -0.86
N 2.92 1.33 0.02
C 2.18 2.45 0.26
C 1.26 2.11 1.20
N 1.42 0.81 1.55
C 2.42 0.36 0.83
C 2.92 -1.03 0.89
N 2.83 -1.72 -0.41
C 3.09 -3.14 -0.24
C 1.61 -1.45 -1.14
C 0.37 -1.42 -0.31
N -0.58 -0.54 -0.39
C -1.45 -0.93 0.60
C -2.70 -0.20 0.91
C -3.57 -0.08 -0.34
C -4.79 0.84 -0.14
C -5.49 1.06 -1.48
C -5.77 0.26 0.88
N -1.05 -2.00 1.22
O 0.14 -2.34 0.63
H 5.21 2.78 0.09
H 5.54 1.17 0.71
H 6.17 1.65 -0.87
H 3.85 1.81 -1.76
H 4.18 0.17 -1.14
H 2.37 3.37 -0.26
H 0.50 2.72 1.65
H 3.98 -1.05 1.18
H 2.34 -1.55 1.67
H 3.12 -3.62 -1.22
H 4.06 -3.26 0.24
H 2.33 -3.64 0.38
H 1.50 -2.20 -1.92
H 1.68 -0.46 -1.62
H -3.21 -0.73 1.71
H -2.42 0.80 1.26
H -2.96 0.32 -1.14
H -3.92 -1.07 -0.64
H -4.43 1.80 0.23
H -4.81 1.50 -2.20
H -6.34 1.72 -1.36
H -5.85 0.11 -1.88
H -6.10 -0.73 0.56
H -6.64 0.90 0.96
H -5.32 0.17 1.86
*
```

These are the Löwdin partial charges, in e, on atoms 1 to 2: C -0.065; C -0.192

***

5.
Below is a structure of composition C11H19Br2CsN6S in a non-equilibrium geometry, with properties calculated with ωB97M-V with the def2-TZVPD basis set.

Output
M	560.10	g/mol
E_LUMO	-0.02	eV
energy relative to the best compared isomer or geometry (same formula, charge and spin)	0.432	eV
HOMO level	-6.9	eV
gap between HOMO and LUMO	6.85	eV
calculated total energy	-6325.446486	hartree

Geometry as ORCA input:
```
! RIJCOSX wB97M-V def2-TZVPD def2/J DEFGRID3
* xyz 0 1
Cs 1.19 0.34 -1.09
C -3.77 -0.61 -0.21
C -2.27 -0.54 -0.21
N -1.57 0.23 -0.97
N -2.28 1.14 -1.70
C -1.69 1.65 -2.77
N -2.35 2.75 -3.24
S -0.31 1.13 -3.70
C -1.52 -1.44 0.73
C -2.20 -2.32 1.56
C -1.48 -3.14 2.42
C -0.10 -3.06 2.44
C 0.50 -2.15 1.58
N -0.18 -1.36 0.75
H -4.15 0.10 -0.93
H -4.19 -0.38 0.77
H -4.11 -1.61 -0.48
H -3.27 2.91 -2.86
H -2.20 2.98 -4.21
H -3.28 -2.37 1.53
H -2.00 -3.83 3.07
H 0.50 -3.69 3.09
H 1.58 -2.06 1.55
N 3.46 0.77 1.28
C 2.80 1.30 2.48
C 2.05 2.59 2.20
N 0.92 2.37 1.29
H 3.94 -0.10 1.49
H 4.17 1.42 0.96
H 3.49 1.48 3.31
H 2.09 0.55 2.83
H 2.73 3.31 1.73
H 1.75 3.02 3.16
H 0.38 3.22 1.16
H 0.28 1.69 1.69
Br 3.67 -0.42 -3.37
C 2.17 -1.22 -4.31
Br 1.22 -2.52 -3.27
H 2.56 -1.72 -5.19
H 1.47 -0.43 -4.55
*
```

These are the Löwdin partial charges, in e, on atoms 1 to 2: Cs 0.923; C -0.046

***

6.
Below is a cluster of 12 separate species, C52H116N8O16 in total in a non-equilibrium geometry, with properties calculated with ωB97M-V with the def2-TZVPD basis set.

Output
M	1109.54	g/mol
E_LUMO	-7.79	eV
HOMO level	-15.5	eV
gap between HOMO and LUMO	7.67	eV
calculated total energy	-3691.550762	hartree

Geometry as ORCA input:
```
! RIJCOSX wB97M-V def2-TZVPD def2/J DEFGRID3
* xyz 4 1
C 0.16 1.11 2.02
C -0.74 0.02 1.46
O -0.90 -1.08 1.91
N -1.16 0.24 0.07
H -2.09 -0.18 -0.06
H -1.29 1.22 -0.20
C -0.21 -0.38 -0.95
H -0.34 2.08 1.91
H 1.03 1.25 1.38
H 0.50 0.97 3.04
H -0.64 -0.08 -1.90
H -0.15 -1.45 -0.74
H 0.73 0.16 -0.96
C -4.87 0.86 2.27
C -5.96 0.31 1.42
O -6.95 -0.20 1.85
N -5.63 0.13 -0.05
H -5.39 1.06 -0.40
H -4.82 -0.49 -0.15
C -6.77 -0.37 -0.92
H -4.40 1.75 1.83
H -4.06 0.13 2.32
H -5.22 1.05 3.28
H -7.52 0.40 -0.71
H -7.04 -1.37 -0.60
H -6.44 -0.25 -1.95
C -2.52 4.56 1.09
C -3.47 5.46 1.84
O -3.44 6.65 1.87
N -4.53 4.75 2.69
H -5.21 4.37 2.03
H -4.13 3.98 3.22
C -5.25 5.69 3.68
H -1.65 4.22 1.65
H -2.09 5.17 0.30
H -3.07 3.71 0.70
H -5.97 5.01 4.14
H -5.62 6.62 3.26
H -4.61 6.00 4.50
C 3.59 0.56 -7.32
C 2.81 0.92 -6.07
O 1.65 1.13 -6.04
N 3.64 0.93 -4.78
H 4.20 0.09 -4.64
H 4.39 1.61 -4.93
C 2.84 1.42 -3.52
H 3.20 1.23 -8.09
H 3.55 -0.48 -7.63
H 4.63 0.83 -7.17
H 1.91 0.87 -3.60
H 2.82 2.51 -3.51
H 3.35 0.99 -2.66
C -3.29 -2.24 4.55
C -3.34 -2.92 3.19
C -2.34 -4.11 2.97
C -2.19 -4.45 1.48
N -0.99 -5.34 1.09
C 0.39 -4.73 1.41
C 1.36 -5.28 0.36
C 0.47 -5.27 -0.94
C -0.98 -5.55 -0.47
C -1.03 -6.64 1.88
H -4.18 -1.62 4.60
H -2.33 -1.74 4.70
H -3.35 -3.01 5.33
H -3.40 -2.16 2.40
H -4.37 -3.29 3.11
H -2.83 -4.91 3.51
H -1.34 -3.89 3.36
H -1.99 -3.50 0.97
H -3.07 -4.94 1.08
H 0.71 -5.10 2.38
H 0.27 -3.64 1.43
H 1.72 -6.28 0.58
H 2.24 -4.65 0.20
H 0.81 -5.89 -1.77
H 0.40 -4.25 -1.33
H -1.17 -6.62 -0.53
H -1.82 -4.93 -0.77
H -0.25 -7.36 1.62
H -1.98 -7.11 1.60
H -1.10 -6.44 2.94
C 10.55 1.30 0.08
C 9.19 1.67 -0.58
C 7.98 1.61 0.38
C 6.68 1.87 -0.40
N 5.49 2.03 0.54
C 4.22 2.38 -0.25
C 3.39 3.23 0.67
C 4.37 4.04 1.50
C 5.68 3.27 1.45
C 5.34 0.76 1.29
H 10.78 1.97 0.92
H 11.38 1.54 -0.57
H 10.59 0.29 0.48
H 9.03 0.87 -1.31
H 9.24 2.67 -1.03
H 8.13 2.22 1.27
H 7.95 0.64 0.89
H 6.49 1.23 -1.25
H 6.69 2.85 -0.88
H 3.78 1.39 -0.40
H 4.50 2.80 -1.22
H 2.81 2.52 1.26
H 2.72 3.87 0.10
H 3.93 4.15 2.49
H 4.55 5.02 1.06
H 5.91 2.93 2.46
H 6.54 3.86 1.13
H 6.07 0.61 2.08
H 5.41 -0.05 0.57
H 4.35 0.80 1.75
C 0.54 -2.10 10.86
C 1.90 -1.61 10.36
C 1.86 -1.01 8.95
C 1.98 -1.98 7.78
N 1.32 -1.46 6.42
C 1.34 -2.55 5.35
C 2.10 -1.98 4.12
C 3.04 -0.94 4.76
C 2.15 -0.27 5.81
C -0.14 -1.03 6.58
H 0.61 -2.80 11.70
H 0.07 -2.76 10.12
H -0.16 -1.30 11.10
H 2.54 -2.50 10.40
H 2.27 -0.83 11.01
H 2.74 -0.36 8.83
H 1.08 -0.25 8.99
H 1.38 -2.89 7.94
H 3.00 -2.16 7.47
H 0.36 -2.99 5.16
H 1.80 -3.40 5.85
H 1.42 -1.52 3.41
H 2.65 -2.80 3.66
H 3.44 -0.18 4.09
H 3.93 -1.44 5.13
H 1.56 0.55 5.42
H 2.65 0.12 6.69
H -0.82 -1.85 6.80
H -0.39 -0.43 5.71
H -0.07 -0.23 7.32
C -3.29 3.22 -10.90
C -3.53 1.83 -10.31
C -3.23 1.81 -8.81
C -3.12 0.40 -8.22
N -3.44 0.22 -6.75
C -2.51 1.14 -5.86
C -1.70 0.15 -4.96
C -1.77 -1.18 -5.72
C -3.20 -1.21 -6.19
C -4.94 0.50 -6.48
H -4.01 3.92 -10.47
H -3.39 3.29 -11.98
H -2.33 3.64 -10.59
H -2.86 1.09 -10.75
H -4.53 1.48 -10.57
H -3.84 2.52 -8.23
H -2.22 2.23 -8.73
H -2.08 0.07 -8.31
H -3.75 -0.32 -8.75
H -3.14 1.76 -5.22
H -1.81 1.57 -6.56
H -2.26 0.08 -4.03
H -0.72 0.54 -4.69
H -1.62 -2.05 -5.07
H -0.96 -1.15 -6.45
H -3.94 -1.34 -5.40
H -3.46 -1.96 -6.94
H -5.51 -0.29 -6.96
H -5.17 1.41 -7.02
H -5.09 0.65 -5.41
O -2.11 -2.53 -2.15
C -3.33 -2.12 -1.69
O -4.37 -2.32 -2.33
O -3.39 -1.53 -0.55
H -2.49 -2.81 -3.00
O -3.18 2.48 -3.01
C -4.04 2.26 -1.98
O -3.45 1.98 -0.89
O -5.27 2.39 -2.10
H -2.36 2.37 -2.52
O 2.87 -1.09 -1.27
C 3.16 -1.69 -0.06
O 2.59 -1.33 1.01
O 3.97 -2.62 -0.15
H 3.52 -1.56 -1.81
O -0.15 4.44 -2.39
C -0.07 3.22 -1.78
O -0.13 2.26 -2.64
O 0.13 3.13 -0.56
H -0.32 3.85 -3.16
*
```

These are the Löwdin partial charges, in e, on atoms 1 to 2: C 0.037; C -0.379